C52H47N9O2STi as an isolated structure, computed with ωB97M-V/def2-TZVPD.

The geometry in XYZ format:
```
112
Properties=species:S:1:pos:R:3:forces:R:3:lowdin_spin:R:1
H -4.271 1.421 -1.780 0.02 -0.03 0.02 0.000
C -2.545 3.511 1.154 -0.07 -0.02 0.11 0.000
C 2.810 -0.373 -0.172 -0.03 0.13 0.07 0.013
C 4.811 3.233 -3.121 0.00 0.01 0.01 0.002
H -6.158 -2.404 3.742 0.00 -0.01 0.00 0.000
H -2.097 4.410 1.581 -0.04 -0.04 0.01 0.000
C 5.605 1.476 -1.685 -0.01 -0.03 -0.01 0.001
C -5.643 -1.690 3.113 -0.03 0.00 0.01 0.000
O -4.111 -3.387 2.610 -0.08 0.00 0.04 0.000
H -3.450 0.756 -3.188 0.00 -0.03 -0.01 0.000
N 1.680 0.091 -0.600 0.75 0.12 -0.13 -0.003
C -1.176 -1.730 -4.983 0.00 -0.01 0.02 0.000
C -6.097 -0.397 2.975 0.01 -0.02 0.01 0.000
H -2.210 -3.487 -4.308 -0.02 0.01 -0.01 0.000
Ti -0.115 -1.044 -0.173 1.42 0.21 -0.55 0.807
H -1.859 -3.037 -1.965 0.04 -0.02 0.01 0.000
C -5.428 0.514 2.154 0.02 0.01 -0.01 0.000
O -1.863 -0.639 0.365 -1.34 0.21 0.57 -0.012
H -1.901 2.460 3.627 -0.01 0.01 -0.01 0.000
C -0.878 2.554 3.254 0.05 0.01 0.05 0.000
C -1.501 5.107 -2.688 -0.03 0.04 0.00 0.000
C 2.071 0.803 3.032 0.02 -0.01 -0.04 0.000
H 3.666 2.036 2.286 0.00 0.00 -0.01 0.000
H -0.155 0.120 -5.329 0.00 0.00 0.00 0.000
N -2.134 -2.804 0.964 -0.03 -0.14 0.06 -0.009
H -5.800 1.524 2.040 0.00 0.00 -0.01 0.000
H 2.198 2.911 2.699 0.01 0.01 0.00 0.000
C 0.711 -4.105 -0.811 0.18 -0.06 -0.09 0.007
N 4.026 0.185 -0.370 -0.01 0.01 0.01 0.010
C -1.672 3.046 -1.463 0.10 -0.01 -0.07 0.000
H 0.556 -3.082 2.515 -0.03 -0.04 -0.07 0.001
H 2.250 1.986 1.216 -0.01 0.00 -0.01 0.000
H -1.423 -1.931 3.423 -0.01 0.00 -0.01 0.000
N 1.150 -2.924 -1.277 -0.09 0.06 0.49 0.017
C 0.754 0.348 2.894 -0.03 -0.05 0.07 0.000
C 1.515 -2.914 2.042 -0.18 0.13 0.17 0.006
H 6.879 2.720 -2.871 0.00 0.00 -0.01 0.000
C -2.886 3.346 -3.512 0.01 -0.02 0.00 0.000
C 5.859 2.501 -2.588 0.00 -0.02 0.02 0.000
N -1.187 2.210 -0.408 0.04 -0.12 -0.04 0.001
C -2.343 4.609 -3.666 0.01 0.02 0.01 0.000
C 2.755 -4.078 -2.610 -0.05 -0.07 -0.01 0.019
C -0.289 -0.342 -3.232 -0.03 0.02 0.00 0.003
H 3.038 -1.243 5.567 0.00 0.01 0.01 0.000
H -3.339 -3.561 2.032 0.04 -0.01 -0.01 0.000
C -4.503 -2.117 2.430 0.00 0.00 -0.02 0.000
C 1.054 -1.124 4.762 0.00 0.00 0.01 0.000
N -0.022 0.804 1.779 -0.14 0.26 -0.07 0.003
H -2.588 5.209 -4.532 0.00 0.00 0.00 0.000
H 0.892 -6.243 -0.800 0.01 -0.01 -0.01 0.000
C -3.288 1.246 -2.229 0.07 0.00 -0.01 0.000
H 6.419 0.893 -1.272 0.01 0.01 0.00 0.000
C -1.434 -2.335 -2.672 -0.16 0.12 0.06 0.004
C -1.501 2.490 0.786 -0.14 -0.03 0.18 0.000
C 3.896 -2.393 0.866 0.01 0.01 0.00 0.001
C 3.794 -3.499 1.698 -0.02 0.03 0.02 0.004
C -0.506 -0.582 -4.583 0.00 0.02 -0.02 0.000
C -0.748 1.842 1.936 0.01 0.01 0.04 0.000
H -0.903 5.610 0.156 0.03 -0.01 -0.03 0.000
H 2.420 -1.950 -2.558 0.01 0.00 0.02 0.000
H -3.113 3.800 0.272 -0.01 -0.01 0.05 0.000
N 1.586 -1.879 1.210 0.34 0.03 -0.16 0.006
H -1.852 -0.237 3.227 0.00 0.00 0.01 0.000
C 0.212 -0.561 3.807 0.00 -0.01 -0.01 0.000
H 4.646 -4.146 1.857 0.00 0.00 0.00 0.000
H 5.007 4.031 -3.824 0.00 0.00 -0.01 0.000
C 2.781 -1.599 0.669 0.03 -0.07 0.02 0.006
C -4.298 0.105 1.485 0.00 -0.02 0.02 0.000
C 2.324 -5.298 -2.105 0.03 0.04 -0.04 0.001
C -3.814 -1.205 1.612 -0.01 0.02 -0.03 0.000
H 3.909 0.540 4.087 0.00 -0.01 0.00 0.000
C 2.577 1.986 2.254 -0.01 -0.04 -0.03 0.000
H -1.105 6.112 -2.776 0.02 -0.01 -0.02 0.000
H 2.782 -6.221 -2.432 0.00 0.00 0.01 0.000
C 4.302 1.208 -1.305 0.05 0.04 -0.03 0.000
H -0.203 2.141 3.999 -0.03 0.05 -0.01 0.000
H -3.572 2.954 -4.253 -0.01 0.01 0.00 0.000
H -0.940 -4.928 0.435 -0.01 -0.01 -0.03 0.005
C -1.374 -2.013 -6.378 -0.04 0.01 0.00 0.000
C 1.282 -5.314 -1.196 -0.10 0.02 0.01 0.017
C 3.503 2.942 -2.754 0.03 -0.01 -0.06 0.000
C 2.588 -3.745 2.323 0.06 -0.02 -0.01 0.001
C -1.662 -2.602 -4.010 -0.01 0.00 -0.02 0.000
H 2.676 3.503 -3.173 -0.01 -0.01 0.00 0.000
H -0.675 3.619 3.140 -0.01 0.02 0.00 0.000
H -2.736 0.569 -1.587 0.05 -0.11 0.08 0.000
C -1.249 -0.925 3.814 0.02 -0.02 -0.03 0.000
H -1.627 -0.912 4.837 -0.01 -0.02 0.00 0.000
H 2.462 -4.576 3.002 -0.01 0.02 0.02 0.000
H 0.430 5.669 -0.980 -0.01 -0.03 0.00 0.000
H 0.639 -1.835 5.467 0.00 0.00 0.01 0.000
N -1.532 -2.246 -7.493 0.02 0.00 0.01 0.000
C -0.294 4.998 -0.516 0.03 0.03 -0.12 0.000
H -3.228 3.102 1.899 -0.01 0.00 0.02 0.000
C -0.709 -1.215 -2.220 -0.25 -0.03 -0.60 -0.002
H 0.215 0.581 -2.984 0.03 -0.02 0.00 0.000
H 3.547 -4.022 -3.343 0.00 0.01 0.00 0.001
N -0.938 -2.867 0.289 -0.48 -0.87 0.16 -0.014
C 2.393 -0.783 4.830 0.01 0.00 -0.02 0.000
C -2.568 -1.561 0.942 0.04 -0.08 -0.03 -0.002
C -0.446 -4.037 0.063 -0.14 0.13 -0.02 0.103
H 4.828 -2.191 0.356 0.00 -0.02 0.00 0.000
H -6.989 -0.090 3.506 0.00 0.00 0.00 0.000
C 3.253 1.940 -1.832 -0.08 -0.10 -0.06 0.001
C 2.885 0.202 3.985 -0.01 -0.01 0.03 0.000
H -3.759 0.782 0.837 0.03 0.04 -0.05 0.000
C -1.161 4.351 -1.571 0.12 -0.02 -0.01 0.000
S 1.599 1.671 -1.275 0.01 0.35 0.10 0.001
C -2.574 2.554 -2.413 0.01 -0.05 0.03 0.000
C 2.135 -2.922 -2.168 -0.04 0.15 -0.09 0.002
H 0.250 4.281 0.092 0.09 -0.09 0.01 0.000
H 4.823 -0.271 0.039 -0.03 0.04 0.09 0.000
```
Forces are in eV/Å.

<S²>: 0.769
Charge: +1
ΔE to the lowest compared entry with this formula, charge and spin in kJ/mol: 27.17
Gap between HOMO and LUMO (alpha / beta) in eV: 6.437 / 6.837
E_LUMO (alpha / beta) in eV: -3.4 / -3.6
Multiplicity: 2

C52H48As2Cl2EuN2O2S4Si as an isolated structure, computed with ωB97M-V/def2-TZVPD.

The geometry in XYZ format:
```
114
Properties=species:S:1:pos:R:3:forces:R:3:lowdin_spin:R:1
C -5.603 -2.070 1.290 -2.47 -0.03 -0.22 0.000
C -0.258 2.755 1.928 -0.72 0.07 0.42 0.000
As -1.401 1.384 0.985 0.31 0.46 -0.59 0.001
N -1.224 -0.165 -3.282 0.45 0.22 1.27 -0.002
C 3.075 3.094 3.471 0.14 -1.03 -1.56 0.000
H 3.543 3.444 5.525 -0.29 -0.27 0.70 0.000
C -3.743 -4.741 -3.130 0.23 0.98 -0.02 0.001
H 1.104 4.377 1.533 0.07 0.04 0.20 0.000
H 2.085 -8.287 -0.822 -0.27 -0.09 -0.38 0.000
C 4.256 -0.455 -1.609 0.49 0.39 1.08 0.000
H 3.398 -4.229 -1.845 -0.09 0.37 -0.89 0.000
C -0.531 0.950 -3.250 -0.61 -0.47 0.12 0.001
H -3.969 0.923 -0.424 -0.34 -1.58 -0.03 0.000
C 3.790 -0.835 1.088 -0.18 0.30 -0.99 0.000
H 1.084 1.899 -2.340 0.33 -0.02 0.36 0.000
C 5.308 -0.328 -0.672 -0.31 -0.50 -0.34 0.000
C 3.831 3.174 -1.831 0.46 -0.45 0.45 0.000
C -4.299 -2.353 0.901 0.41 0.10 -0.34 0.000
C 1.368 -0.984 0.872 -1.49 0.18 0.20 0.000
C 3.416 3.354 2.105 0.04 0.61 1.22 0.000
C -4.692 2.719 -1.275 -1.93 0.49 -1.04 0.000
C -2.409 0.796 2.510 0.09 -0.01 -0.17 0.000
C 2.703 -0.910 0.158 1.48 0.38 1.97 0.000
H 4.997 3.516 -3.542 -0.01 0.56 0.00 0.000
H 3.490 -0.928 2.127 0.28 -0.01 0.01 0.000
H 3.758 -7.762 -0.835 0.27 0.10 0.14 0.000
H -0.892 3.521 2.447 0.29 -0.66 -0.35 0.000
H -5.585 2.254 -1.721 0.50 0.04 0.12 0.000
C 3.082 3.673 -0.765 -0.49 -1.27 0.20 0.000
C -3.556 1.422 2.976 0.43 -0.66 0.15 0.000
C -3.106 -3.728 -4.034 -0.91 -0.23 -0.77 0.002
H 2.077 5.403 0.009 0.21 0.04 0.10 0.000
H -1.967 -1.472 4.995 0.74 -0.72 0.21 0.000
H 2.317 2.315 3.660 0.48 0.42 0.06 0.000
S 1.732 -1.160 -2.425 0.38 0.38 -0.33 -0.006
N -2.365 -2.717 -3.721 -0.48 -0.42 -0.03 -0.003
O 0.465 -1.769 0.456 0.37 -0.17 -0.39 -0.009
H 5.697 5.854 2.640 -0.65 -0.63 0.61 0.000
H -0.477 2.543 -1.841 -0.67 1.24 -0.19 0.000
H -0.948 -0.733 2.783 -0.17 -0.04 -0.06 0.000
H -6.084 -4.028 3.993 -0.12 -0.15 0.19 0.000
H -1.304 0.328 -6.596 0.08 -0.34 0.85 0.000
H 6.318 -0.143 -1.025 -0.05 0.18 -0.15 0.000
C -2.813 -2.245 -5.908 -0.02 1.03 -1.22 0.000
H 5.096 5.280 5.094 0.12 -0.24 -0.14 0.000
C 4.364 4.375 1.882 -0.42 -0.83 0.85 0.000
H -3.433 5.759 -0.810 0.42 0.21 -0.01 0.000
H 1.733 -7.040 1.727 -0.25 0.14 -0.06 0.000
H -7.400 -2.514 2.451 0.94 -0.02 -0.08 0.000
H -3.271 -4.645 -2.166 0.06 -0.18 0.42 0.001
H 5.915 -0.527 1.443 -0.05 0.02 -0.29 0.000
C -3.675 -3.273 1.770 1.12 0.16 -0.35 0.000
H 3.352 -3.706 -0.154 0.19 -0.30 -0.67 0.000
C -1.568 -0.540 -4.537 0.18 -0.53 -0.78 0.000
Cl -1.965 -3.693 1.541 -0.89 0.23 -0.09 0.001
C -2.573 3.936 0.001 -0.11 0.78 -0.45 0.000
C 5.122 -0.574 0.700 -1.71 -0.10 -0.44 0.000
H 1.487 -5.310 2.027 -0.86 0.46 0.03 0.000
H 2.733 -7.188 -2.148 -0.16 -0.64 -0.28 0.000
H -1.736 4.461 0.505 -0.73 -0.39 -0.38 0.000
S -0.313 1.615 -4.795 0.12 0.38 -0.54 0.000
H 4.560 -4.915 -0.662 -0.77 0.07 -0.18 0.000
C -0.503 -5.022 -1.684 1.36 -0.42 0.73 -0.006
H -3.755 -4.490 3.517 0.07 0.05 -0.30 0.000
H 0.319 3.793 0.086 0.39 -0.45 0.56 0.000
C -4.559 4.120 -1.424 0.34 -1.85 0.36 0.000
Cl -6.674 -0.998 0.287 0.86 -0.46 0.49 0.000
H -3.970 2.247 2.453 -0.35 0.63 -0.40 0.000
H -2.859 -1.660 -6.801 0.02 0.09 -0.41 0.000
Si 2.195 -5.807 -0.357 -0.55 -0.27 -0.68 0.000
H 4.397 -0.268 -2.669 0.27 -0.15 0.06 0.000
C 2.745 -7.470 -1.094 0.01 0.71 0.25 0.000
C 0.059 1.664 -2.086 -0.23 -1.69 1.02 0.001
O 1.168 -0.230 1.863 0.81 -0.14 -0.35 0.000
H -4.811 -4.522 -3.063 0.06 0.17 0.14 0.000
S -3.621 -1.666 -0.541 0.14 -0.12 0.10 -0.005
Eu -0.822 -2.371 -1.508 0.35 -0.07 0.78 7.028
C -5.606 -3.564 3.149 -1.53 0.40 -0.39 0.000
H 4.660 6.068 -3.352 -0.59 -0.05 -0.18 0.000
H -0.060 1.059 -1.137 0.68 0.29 -1.33 0.000
H -3.653 -5.740 -3.494 0.34 -0.72 -0.30 0.000
H 4.115 2.121 -1.864 -0.32 0.15 0.14 0.000
C -4.311 -3.840 2.843 1.27 -0.60 0.80 0.000
H -3.985 -0.411 5.741 -0.45 -0.48 1.08 0.000
H 4.660 4.656 0.905 0.11 0.04 -0.87 0.000
C 3.758 3.694 4.515 -0.01 0.77 -0.64 0.000
As 2.459 2.387 0.647 -0.26 1.16 0.02 0.000
C -1.865 -0.291 3.174 1.15 0.03 0.15 0.000
C -3.525 -0.113 4.843 -0.70 1.61 -1.00 0.000
C 0.556 -5.379 -1.113 -0.64 0.39 -0.43 -0.004
C 2.940 -0.767 -1.213 -0.25 -1.00 -0.14 -0.001
H 3.017 -5.933 1.982 1.12 -0.05 0.09 0.000
C 4.373 4.005 -2.792 -0.47 0.46 -0.11 0.000
C 4.067 5.378 -2.749 0.79 -0.55 0.39 0.000
C -3.840 1.951 -0.552 1.61 1.78 0.76 0.000
C -2.226 -1.843 -4.779 0.40 0.67 1.17 0.000
C -1.155 0.318 -5.504 -0.13 0.51 -1.36 0.000
H 0.231 2.153 2.701 -0.11 0.07 -0.04 0.000
C -3.490 4.680 -0.782 0.31 1.00 0.57 0.000
C 2.072 -6.026 1.489 0.04 -0.49 0.20 0.000
C 4.967 5.059 2.926 0.31 0.18 0.82 0.000
C 0.768 3.459 1.056 -0.08 -0.01 -1.09 0.000
C -6.319 -2.711 2.312 0.21 0.51 0.07 0.000
C -4.138 0.937 4.117 -0.09 -0.39 1.05 0.000
C -2.358 -0.684 4.405 -1.06 0.20 -0.54 0.000
C 3.512 -4.570 -0.845 0.45 0.22 2.00 0.000
H 3.034 6.933 -1.643 0.04 -0.83 -0.25 0.000
C 2.742 5.003 -0.745 -0.31 0.50 -0.64 0.000
H -5.287 4.657 -2.015 0.11 0.24 0.08 0.000
C 4.672 4.711 4.268 0.29 0.59 -1.11 0.000
H -5.037 1.430 4.493 0.13 -0.32 0.01 0.000
C 3.221 5.842 -1.741 0.44 1.26 -0.05 0.000
C -2.733 2.574 0.092 0.09 -0.77 0.42 0.000
S -3.647 -3.683 -5.743 0.07 -0.87 1.17 0.001
```
Forces are in eV/Å.

<S²>: 15.760
Charge: -2
Gap between HOMO and LUMO (alpha / beta) in eV: 4.990 / 5.560
E_LUMO (alpha / beta) in eV: 3.5 / 3.5
Multiplicity: 8

For reference, DFT total energy by record: -3900.60412, -10254.93174 Eh.